{"formula": "C24H21IrN10O4SSe", "method": "ωB97M-V/def2-TZVPD", "e_homo_ev": -12.8187, "gap_ev": 5.892, "total_charge": 2, "relative_energy_kj_mol": 161.9, "elements": ["Ir", "C", "O", "C", "O", "N", "N", "H", "H", "H", "H", "H", "H", "Se", "N", "C", "C", "C", "C", "C", "N", "C", "C", "N", "C", "C", "C", "C", "C", "N", "H", "H", "H", "H", "H", "H", "N", "C", "C", "C", "C", "C", "C", "S", "O", "O", "N", "C", "N", "C", "C", "C", "N", "H", "H", "H", "H", "H", "H", "H", "H", "H"], "coordinates": [[-0.6285, 0.0739, 0.3950], [-3.4819, -3.7405, -0.1649], [-2.0695, -3.7031, -0.5136], [-1.4954, -2.5408, -0.5584], [-2.0554, -1.4516, -0.3419], [-0.2002, -2.5933, -0.8887], [0.5097, -1.3897, -0.9673], [-3.7170, -4.7901, -0.0458], [-4.0690, -3.3053, -0.9686], [-3.6513, -3.1966, 0.7598], [0.2368, -3.4691, -1.1355], [0.7072, -1.1294, -1.9309], [1.3928, -1.4477, -0.4363], [-2.0116, 7.5900, 0.3505], [-0.5344, 6.6382, 0.1873], [-0.8871, 5.3795, 0.1985], [0.0571, 4.2748, 0.0835], [1.4381, 4.4322, -0.0385], [2.2335, 3.3120, -0.1542], [1.6454, 2.0530, -0.1478], [0.3284, 1.8979, -0.0227], [-0.4588, 2.9865, 0.0968], [-1.8679, 2.7331, 0.2087], [-2.2295, 1.4391, 0.1702], [-3.5145, 1.1049, 0.2755], [-4.5016, 2.0717, 0.4206], [-4.1452, 3.4041, 0.4556], [-2.7976, 3.7536, 0.3379], [-2.2983, 5.1221, 0.3303], [-3.0646, 6.1768, 0.4254], [1.8538, 5.4320, -0.0507], [3.3063, 3.3967, -0.2511], [2.2312, 1.1532, -0.2468], [-3.7484, 0.0509, 0.2269], [-5.5354, 1.7677, 0.5016], [-4.8842, 4.1865, 0.5715], [0.3749, -4.1748, 7.2780], [0.3270, -3.2489, 6.2954], [0.6842, -1.9109, 6.5565], [0.6107, -0.9639, 5.5681], [0.1764, -1.3368, 4.2957], [-0.1621, -2.6604, 4.0062], [-0.0781, -3.6092, 4.9921], [0.0007, -0.1356, 3.0904], [0.4467, 1.1441, 3.5378], [-1.3728, -0.1845, 2.5189], [0.8176, -0.6204, 1.7156], [2.2084, -0.5960, 1.7106], [2.7842, -0.7265, 0.5079], [4.1214, -0.7019, 0.4797], [4.8831, -0.5584, 1.6189], [4.1776, -0.4818, 2.8129], [2.8507, -0.5136, 2.8628], [0.6024, -3.9143, 8.2202], [0.0774, -5.1193, 7.1173], [1.0081, -1.6348, 7.5521], [0.8819, 0.0666, 5.7567], [-0.4934, -2.9327, 3.0109], [-0.3368, -4.6401, 4.7845], [4.5861, -0.7944, -0.4959], [5.9617, -0.5305, 1.5877], [4.6853, -0.3912, 3.7662]]}

{"formula": "C22H32N7", "method": "ωB97M-V/def2-TZVPD", "e_homo_ev": -9.3059, "gap_ev": 3.244, "total_charge": 1, "elements": ["C", "C", "C", "C", "C", "N", "C", "N", "N", "H", "H", "H", "H", "H", "H", "H", "H", "H", "H", "H", "H", "N", "C", "C", "C", "C", "H", "H", "H", "H", "H", "N", "C", "C", "C", "C", "H", "H", "H", "H", "H", "N", "C", "C", "C", "C", "H", "H", "H", "H", "H", "N", "C", "C", "C", "C", "H", "H", "H", "H", "H"], "coordinates": [[6.8249, -0.2677, -0.6856], [6.7994, -1.1021, -1.7181], [5.7299, -2.1406, -1.9633], [5.4689, -3.0518, -0.7345], [4.0024, -3.1603, -0.2828], [3.1931, -1.9115, -0.4551], [3.6404, -1.0634, -1.4148], [3.2597, 0.2457, -1.3445], [4.4360, -1.5284, -2.4409], [7.7311, 0.2304, -0.3680], [5.9363, -0.0560, -0.0938], [7.6040, -1.0553, -2.4433], [6.0750, -2.7602, -2.7876], [5.7773, -4.0667, -0.9897], [6.1049, -2.7553, 0.0961], [3.4851, -4.0172, -0.7184], [4.0137, -3.3435, 0.7927], [2.2557, -2.1919, -0.7569], [2.4281, 0.5895, -1.8043], [3.7556, 0.9021, -0.7612], [3.9289, -2.2506, -2.9556], [0.1674, -0.5360, -0.0701], [-0.5057, -0.2702, -1.2365], [-1.5003, 0.6229, -0.9526], [-1.4262, 0.9083, 0.4376], [-0.3862, 0.1800, 0.9556], [0.9391, -1.1645, 0.0143], [-0.2194, -0.7446, -2.1615], [-2.2066, 1.0281, -1.6570], [-2.0691, 1.5787, 0.9825], [0.0093, 0.1062, 1.9551], [-2.0894, 1.3686, 3.7809], [-1.2721, 1.9654, 4.7033], [-2.0317, 2.2780, 5.7980], [-3.3603, 1.8523, 5.5278], [-3.3650, 1.2930, 4.2779], [-1.8009, 1.0390, 2.8794], [-0.2255, 2.1189, 4.5032], [-1.6770, 2.7595, 6.6933], [-4.2150, 1.9456, 6.1766], [-4.1610, 0.8488, 3.7037], [-5.0140, 3.9014, 3.1716], [-5.6427, 4.1878, 1.9908], [-6.6111, 5.1227, 2.2447], [-6.5610, 5.4132, 3.6348], [-5.5648, 4.6446, 4.1768], [-4.2610, 3.2446, 3.2895], [-5.3512, 3.7046, 1.0737], [-7.2804, 5.5507, 1.5175], [-7.1845, 6.1065, 4.1737], [-5.2021, 4.5638, 5.1869], [-1.2251, -2.0824, -4.7554], [-2.1178, -2.4431, -5.7263], [-1.8098, -3.7152, -6.1264], [-0.6878, -4.1419, -5.3663], [-0.3509, -3.1126, -4.5297], [-1.2108, -1.1967, -4.2872], [-2.8926, -1.7689, -6.0471], [-2.3312, -4.2803, -6.8797], [-0.1894, -5.0945, -5.4290], [0.4329, -3.0270, -3.7950]]}

{"formula": "C10H13O3", "method": "ωB97M-V/def2-TZVPD", "e_homo_ev": -4.6448, "gap_ev": 8.026, "total_charge": -1, "relative_energy_kj_mol": 144.3, "elements": ["C", "C", "C", "C", "C", "C", "C", "O", "H", "H", "H", "H", "H", "H", "H", "H", "C", "C", "C", "O", "O", "H", "H", "H", "H", "H"], "coordinates": [[0.2537, 2.7822, -3.3066], [-0.4097, -0.3017, -1.0087], [-1.4545, 0.2644, -0.2914], [-0.0146, 0.4618, -2.0954], [-0.3697, 1.8020, -2.3320], [-2.0535, 1.4481, -0.6857], [-1.5058, 2.2818, -1.6810], [-1.8791, -0.3072, 0.8514], [-0.0254, -1.3071, -0.9605], [1.0301, 0.2993, -2.4513], [-2.9839, 1.6837, -0.1930], [-1.0672, -0.2512, 1.6069], [1.2874, 3.0857, -2.9743], [-0.3934, 3.6251, -3.4958], [-1.9064, 3.2710, -1.7541], [0.4763, 2.2784, -4.2301], [1.0935, -2.2369, 3.0391], [1.1564, -3.1242, 1.7987], [1.0436, -0.6874, 2.8529], [0.3295, -0.2909, 1.8646], [1.7087, 0.0485, 3.5848], [0.1582, -2.5691, 3.5246], [1.8930, -2.4249, 3.7717], [0.9329, -4.1195, 2.1304], [2.1777, -2.9930, 1.4359], [0.5224, -2.7187, 0.9988]]}

{"formula": "C6H12N2", "method": "ωB97M-V/def2-TZVPD", "e_homo_ev": -7.4236, "gap_ev": 8.386, "smiles": "C=C(N)C(N)=C(C)C", "relative_energy_kj_mol": 132.5, "elements": ["C", "C", "N", "C", "N", "C", "C", "C", "H", "H", "H", "H", "H", "H", "H", "H", "H", "H", "H", "H"], "coordinates": [[-1.9280, 0.3490, 1.0182], [-1.5068, -0.0397, -0.1959], [-2.2719, -0.0034, -1.3385], [-0.0461, 0.3717, -0.3110], [0.1599, 1.4332, -1.2153], [0.9614, -0.3470, 0.2130], [0.7333, -1.5343, 1.0961], [2.4026, -0.0276, -0.0832], [-2.9844, 0.5146, 1.2011], [-1.3302, 0.3249, 1.9100], [-1.7972, 0.0557, -2.2215], [-3.2461, 0.2511, -1.2357], [1.0611, 1.8801, -1.1242], [-0.5790, 2.1248, -1.2049], [1.2913, -2.3948, 0.7161], [-0.3237, -1.7999, 1.1395], [1.0598, -1.3313, 2.1194], [3.0700, -0.6893, 0.4650], [2.6547, 1.0046, 0.2008], [2.6193, -0.1426, -1.1491]]}

{"formula": "C7H15ClN", "method": "ωB97M-V/def2-TZVPD", "e_homo_ev": [-12.3123, -12.4192], "gap_ev": [8.277, 8.516], "total_charge": 1, "relative_energy_kj_mol": 540.0, "elements": ["C", "C", "C", "C", "C", "C", "C", "N", "Cl", "H", "H", "H", "H", "H", "H", "H", "H", "H", "H", "H", "H", "H", "H", "H"], "coordinates": [[1.7914, 0.8667, -0.0166], [1.2368, -0.3265, -0.2036], [3.3512, 1.0314, -0.0499], [1.1192, 2.1274, 0.2523], [-1.6050, -0.8730, -1.5290], [-2.4238, 0.2487, 0.8529], [-1.5997, -0.7475, -0.0348], [-1.4005, -2.1427, 0.5151], [1.7398, -1.9183, -0.4095], [3.8398, 0.3376, -0.6475], [3.6269, 1.9958, -0.4565], [3.7633, 1.0414, 0.9847], [1.4684, 2.4708, 1.2431], [1.6165, 2.7945, -0.4341], [0.1238, 2.1462, 0.4065], [-2.5636, -1.3936, -1.8337], [-0.7842, -1.4981, -1.7677], [-1.7191, 0.1974, -1.8963], [-2.3701, 1.2116, 0.2889], [-3.3921, -0.2261, 0.9243], [-1.9627, 0.2616, 1.8144], [-0.4633, -2.3765, 0.0780], [-2.1333, -2.8677, 0.3946], [-1.2597, -2.3611, 1.5239]]}

{"formula": "C23H23N5O4", "method": "ωB97M-V/def2-TZVPD", "e_homo_ev": -8.0566, "gap_ev": 5.726, "smiles": "O=[N+]([O-])c1cnc2no[n+]([O-])c2c1.c1ccc2c(C[C@H]3CC4CCN3CC4)cccc2c1", "relative_energy_kj_mol": 863.9, "elements": ["O", "N", "O", "C", "C", "N", "C", "N", "O", "N", "O", "C", "C", "H", "H", "C", "C", "C", "C", "C", "C", "C", "C", "C", "C", "C", "N", "C", "C", "C", "C", "C", "C", "C", "H", "H", "H", "H", "H", "H", "H", "H", "H", "H", "H", "H", "H", "H", "H", "H", "H", "H", "H", "H", "H"], "coordinates": [[-1.4199, -2.2999, -3.5167], [-0.7952, -1.4566, -4.1704], [0.1982, -1.7402, -4.8510], [-1.2441, -0.0806, -4.1349], [-0.3906, 0.9499, -4.5769], [-0.6604, 2.2247, -4.5845], [-1.9025, 2.5291, -4.1315], [-2.4774, 3.7479, -4.0827], [-3.7139, 3.6638, -3.6244], [-3.9135, 2.3526, -3.3895], [-4.9835, 1.8600, -2.9492], [-2.8105, 1.5761, -3.6869], [-2.4933, 0.2303, -3.6723], [0.5817, 0.6596, -4.9471], [-3.1985, -0.5217, -3.3558], [5.4896, -1.8162, 1.0049], [4.4052, -2.5391, 1.5144], [3.2653, -1.9004, 1.8969], [3.1467, -0.4915, 1.7965], [1.9746, 0.2195, 2.2000], [0.7636, -0.4926, 2.7253], [-0.2137, -0.9042, 1.6181], [-1.3689, -1.7947, 2.1447], [-2.7238, -1.1896, 1.7050], [-2.8379, 0.2345, 2.3047], [-1.6840, 1.1000, 1.7627], [-0.7876, 0.2783, 0.8876], [-1.5383, -0.2217, -0.2972], [-2.7358, -1.0832, 0.1578], [1.9441, 1.5809, 2.0671], [3.0345, 2.2933, 1.5571], [4.1620, 1.6411, 1.1707], [4.2492, 0.2348, 1.2802], [5.4162, -0.4628, 0.8889], [6.3850, -2.3374, 0.7065], [4.4813, -3.6108, 1.6054], [2.4440, -2.4784, 2.2817], [1.0681, -1.3728, 3.3001], [0.2456, 0.1470, 3.4461], [0.3574, -1.4679, 0.8651], [-1.2709, -2.8244, 1.7812], [-1.3193, -1.8507, 3.2374], [-3.5582, -1.8222, 2.0541], [-3.8119, 0.6755, 2.0602], [-2.7946, 0.1799, 3.3994], [-2.0649, 1.9326, 1.1624], [-1.1003, 1.5535, 2.5683], [-1.8610, 0.6382, -0.8939], [-0.8523, -0.7918, -0.9326], [-2.6908, -2.0828, -0.2911], [-3.6815, -0.6394, -0.1760], [1.0599, 2.1182, 2.3636], [2.9746, 3.3664, 1.4715], [4.9999, 2.1924, 0.7787], [6.2521, 0.0935, 0.5002]]}